[1]
14
Properties=species:S:1:pos:R:3:forces:R:3:mulliken_charge:R:1 method="wB97M-V/def2-TZVPD" de_lowest_kcal_mol=17.4 total_charge=0 smiles="CC(=O)[C@@H](C)C#N" homo_ev=-10.3 orbital_gap_ev=10.922
C 2.048 0.091 -0.038 0.044 -0.190 0.183 -1.09
C 0.701 -0.533 0.169 -0.043 -0.623 0.269 0.36
O 0.667 -1.525 0.866 -0.377 0.193 -0.325 -0.55
C -0.621 -0.034 -0.426 -0.058 -0.054 -0.043 0.75
C -1.772 -0.366 0.534 -0.123 -0.024 0.022 -1.34
C -0.624 1.383 -0.806 -0.017 1.021 -0.289 0.04
N -0.678 2.499 -1.109 0.135 -1.137 0.340 -0.43
H 2.595 -0.424 -0.832 -0.241 0.062 -0.163 0.27
H 2.482 -0.293 0.892 0.694 0.898 -0.175 0.35
H 2.077 1.172 -0.218 -0.022 -0.347 0.299 0.37
H -0.742 -0.611 -1.354 -0.022 0.086 0.075 0.20
H -1.676 0.208 1.461 -0.011 -0.064 -0.172 0.34
H -2.737 -0.140 0.077 0.099 0.003 0.029 0.38
H -1.719 -1.427 0.783 -0.058 0.176 -0.050 0.36



[2]
14
Properties=species:S:1:pos:R:3:forces:R:3:mulliken_charge:R:1 method="wB97M-V/def2-TZVPD" de_lowest_kcal_mol=66.9 total_charge=0 smiles="C[C@@]1(C=O)C=C1N" homo_ev=-8.6 orbital_gap_ev=9.296
C 1.036 0.842 0.911 -0.029 0.055 0.048 -1.52
C -0.221 0.196 0.322 0.112 -0.066 0.233 0.78
C -1.110 -0.453 1.349 -0.248 -0.086 -0.054 -0.18
O -2.216 -0.883 1.113 0.529 0.022 0.130 -0.50
C -1.026 0.656 -0.887 0.135 -0.353 -0.347 -0.63
C -0.180 -0.308 -1.080 -0.089 0.264 0.181 0.19
N 0.470 -1.251 -1.827 0.043 0.223 -0.076 -0.50
H 0.833 1.480 1.778 -0.060 0.006 -0.162 0.41
H 1.594 1.429 0.172 -0.279 -0.078 0.065 0.35
H 1.715 0.051 1.263 -0.132 0.123 -0.049 0.34
H -0.743 -0.389 2.396 -0.007 -0.164 -0.053 0.35
H -1.998 1.065 -1.113 0.364 0.280 0.005 0.38
H 1.435 -1.396 -1.550 -0.253 -0.051 0.047 0.27
H 0.409 -1.067 -2.820 -0.086 -0.177 0.033 0.27



[3]
14
Properties=species:S:1:pos:R:3:forces:R:3:mulliken_charge:R:1 method="wB97M-V/def2-TZVPD" de_lowest_kcal_mol=73.9 total_charge=0 homo_ev=-8.9 orbital_gap_ev=8.864
C 1.444 -0.480 -1.016 0.048 0.040 -0.011 -1.04
C -0.049 -0.235 -0.714 -0.078 0.050 -0.183 0.20
C -0.886 -1.409 -0.755 -0.485 -0.502 -0.057 -0.03
N -1.599 -2.323 -0.831 0.717 0.845 0.131 -0.49
C -0.347 0.765 0.301 -0.020 -0.038 0.040 0.61
O -0.198 1.916 -0.220 0.021 -0.280 0.031 -0.48
C -0.810 0.583 1.702 0.005 0.041 -0.048 -1.12
H 1.904 -1.180 -0.307 -0.091 0.099 -0.111 0.29
H 1.546 -0.896 -2.024 -0.029 0.078 0.247 0.31
H 2.005 0.462 -0.988 -0.129 -0.205 0.008 0.33
H -0.128 1.199 -1.247 -0.049 -0.133 0.200 0.43
H -1.021 1.539 2.185 0.044 -0.171 -0.103 0.34
H -0.064 0.015 2.271 -0.103 0.089 -0.121 0.31
H -1.718 -0.034 1.680 0.149 0.089 -0.022 0.34



[4]
14
Properties=species:S:1:pos:R:3:forces:R:3:mulliken_charge:R:1 method="wB97M-V/def2-TZVPD" de_lowest_kcal_mol=83.0 total_charge=0 homo_ev=-8.7 orbital_gap_ev=8.950
H -1.663 -1.872 0.811 -0.263 -0.265 -1.553 0.28
N -0.692 -2.058 0.538 0.987 0.850 0.942 -0.68
C -0.075 -1.055 0.049 1.865 2.444 2.598 0.50
C 1.356 -0.655 0.506 0.876 -3.698 -1.413 -0.22
C 2.301 0.004 -0.179 -0.523 0.370 0.596 -0.59
C -0.513 0.246 -0.442 -3.764 0.639 0.133 -0.54
C -1.520 0.902 0.189 0.103 -0.840 -2.151 0.00
O -2.273 1.885 -0.399 0.629 0.481 0.403 -0.48
H 1.678 -1.300 1.321 0.134 0.065 0.056 0.31
H 2.078 0.746 -0.936 0.005 -0.422 -0.410 0.21
H 3.345 -0.097 0.103 -0.164 0.355 0.286 0.26
H -0.156 0.567 -1.415 0.054 0.125 0.105 0.28
H -1.971 0.573 1.118 0.209 0.073 0.054 0.36
H -1.895 2.114 -1.264 -0.149 -0.176 0.354 0.31



[5]
14
Properties=species:S:1:pos:R:3:forces:R:3:mulliken_charge:R:1 method="wB97M-V/def2-TZVPD" de_lowest_kcal_mol=7.1 total_charge=0 smiles="C[C@H]1C=CNC1=O" homo_ev=-8.6 orbital_gap_ev=9.545
C -1.913 0.155 0.149 -0.008 0.021 0.031 -1.31
C -0.439 0.202 -0.222 -0.042 0.034 -0.114 0.84
C 0.601 1.074 0.439 0.129 0.044 -0.071 -0.74
C 1.783 0.466 0.293 -0.068 0.049 0.087 -0.35
N 1.620 -0.830 -0.230 -0.035 -0.083 0.000 -0.06
C 0.277 -1.142 -0.349 -0.098 -0.160 -0.178 0.06
O -0.191 -2.243 -0.550 0.195 0.486 0.017 -0.62
H -2.408 1.073 -0.185 0.037 -0.107 0.132 0.34
H -2.106 0.030 1.217 0.189 -0.014 -0.092 0.34
H -2.377 -0.685 -0.379 0.077 0.121 0.108 0.33
H -0.373 0.598 -1.248 -0.244 -0.288 -0.212 0.17
H 0.431 2.099 0.739 0.124 -0.120 0.001 0.36
H 2.785 0.849 0.442 -0.188 -0.062 0.172 0.41
H 2.337 -1.535 -0.288 -0.069 0.079 0.120 0.23



[6]
14
Properties=species:S:1:pos:R:3:forces:R:3:mulliken_charge:R:1 method="wB97M-V/def2-TZVPD" de_lowest_kcal_mol=171.8 total_charge=0 homo_ev="-8.3 / -8.3" orbital_gap_ev="8.475 / 8.468"
O 0.843 0.031 -3.579 -0.876 -0.824 4.563 -0.55
N 0.814 0.219 -2.074 -2.065 -1.316 2.676 -0.17
C 0.330 -0.083 -0.707 3.608 2.195 -7.142 0.48
C -0.331 -1.211 -0.090 -4.622 2.246 0.881 -0.68
C -0.081 -0.530 1.303 0.075 -0.821 -0.451 -0.13
C -0.773 0.749 1.180 -2.745 0.461 2.585 -0.53
C 0.545 0.682 0.579 1.251 0.432 -0.972 -0.44
H 1.372 1.018 -2.042 0.889 1.617 0.570 0.23
H 0.046 -2.116 -0.305 1.487 -3.252 -0.643 0.38
H -1.483 -1.180 -0.411 2.192 -0.466 0.866 0.18
H 0.071 -0.906 2.317 0.438 -0.327 -0.748 0.40
H -1.753 0.685 0.744 -0.029 0.510 -0.985 0.21
H -0.889 1.221 2.167 0.542 0.290 -0.574 0.26
H 1.289 1.421 0.920 -0.144 -0.744 -0.626 0.36



[7]
14
Properties=species:S:1:pos:R:3:forces:R:3:mulliken_charge:R:1 method="wB97M-V/def2-TZVPD" de_lowest_kcal_mol=80.9 total_charge=0 smiles="O[C@@H]1C=C=CCN1" homo_ev=-9.0 orbital_gap_ev=9.356
O -0.440 -1.464 -1.094 -0.204 -0.036 0.127 -0.52
C 0.212 -1.248 0.111 -0.243 0.016 0.666 -0.36
C -0.794 -0.691 1.286 0.354 0.144 -0.556 -0.22
C -1.259 0.415 0.753 0.193 -0.020 -0.252 0.02
C -0.866 1.181 -0.252 -0.073 0.117 0.253 -0.69
C 0.657 1.105 -0.479 0.098 0.180 0.081 -0.37
N 1.207 -0.205 -0.087 -0.110 0.049 0.288 -0.31
H -0.924 -0.631 -1.242 -0.140 -0.418 -0.224 0.48
H 0.711 -2.178 0.397 -0.158 0.212 0.119 0.41
H -0.820 -0.934 2.359 0.354 -0.161 -0.733 0.34
H -1.516 1.620 -1.004 0.139 -0.016 0.130 0.38
H 0.843 1.278 -1.549 -0.144 -0.080 0.226 0.22
H 1.192 1.882 0.071 0.020 -0.034 -0.092 0.33
H 1.798 -0.130 0.732 -0.085 0.048 -0.033 0.30



[8]
14
Properties=species:S:1:pos:R:3:forces:R:3:mulliken_charge:R:1 method="wB97M-V/def2-TZVPD" de_lowest_kcal_mol=109.5 total_charge=0 homo_ev="-8.4 / -10.1" orbital_gap_ev="7.220 / 9.209"
C 0.332 0.604 1.866 0.052 0.002 -0.098 -1.23
C -0.261 -0.423 0.902 -0.055 -0.214 -0.080 -0.13
C 0.076 -0.214 -0.525 0.038 -0.560 0.301 -0.06
C -0.393 -0.881 -1.772 -0.463 -0.797 0.589 -0.33
O 0.222 0.115 -2.582 1.063 1.287 0.443 -0.36
C 0.587 0.839 -1.369 -1.352 -0.264 -0.435 0.63
N 0.733 2.052 -1.134 0.593 0.206 -0.350 -0.58
H 1.417 0.482 1.900 -0.091 0.073 0.083 0.29
H -0.068 0.498 2.882 0.093 -0.059 -0.293 0.35
H 0.130 1.618 1.513 -0.025 -0.053 0.073 0.35
H 0.063 -1.443 1.178 0.030 0.226 -0.071 0.30
H -1.358 -0.489 0.977 0.106 0.228 0.059 0.28
H 0.000 -1.894 -1.918 -0.069 0.044 -0.202 0.24
H -1.480 -0.862 -1.918 0.080 -0.119 -0.018 0.25



[9]
14
Properties=species:S:1:pos:R:3:forces:R:3:mulliken_charge:R:1 method="wB97M-V/def2-TZVPD" de_lowest_kcal_mol=90.3 total_charge=0 smiles="N=C1CC1.C=C=O" homo_ev=-9.3 orbital_gap_ev=10.052
N -1.398 -0.232 -1.591 -1.509 2.335 -0.286 -0.71
C -1.183 -0.287 -0.374 -0.154 -0.804 -0.481 0.57
C -0.605 -0.963 0.737 3.721 -3.241 0.663 -0.43
C -1.627 0.057 0.941 -1.276 3.320 1.308 -0.35
H -0.764 -0.759 -2.102 1.315 -1.738 -1.193 0.27
H 0.492 -0.841 0.883 -1.062 0.671 0.355 0.05
H -0.733 -2.032 0.971 -0.700 0.450 -0.391 0.20
H -2.655 -0.290 1.056 0.206 0.287 0.714 0.24
H -1.304 1.060 1.396 -0.851 -1.567 -0.619 0.18
C 1.853 0.917 -0.950 1.133 -0.353 -0.124 -0.91
C 1.956 0.911 0.347 0.316 -0.082 0.489 0.65
O 2.185 0.850 1.481 -0.226 0.262 0.166 -0.37
H 2.874 0.678 -1.333 -1.152 0.323 -0.373 0.22
H 0.907 0.930 -1.462 0.237 0.138 -0.230 0.39



[10]
14
Properties=species:S:1:pos:R:3:forces:R:3:mulliken_charge:R:1 method="wB97M-V/def2-TZVPD" de_lowest_kcal_mol=72.3 total_charge=0 homo_ev=-9.4 orbital_gap_ev=10.328
O -2.637 -0.465 -0.789 -0.488 0.198 0.583 -0.50
C -2.234 0.486 -0.170 3.820 0.755 0.153 0.02
N -0.963 0.462 0.550 -3.986 0.087 -2.607 -0.14
C -0.273 -0.778 0.515 0.115 -0.101 5.802 -0.69
C 0.869 -0.870 -0.466 0.198 -0.285 0.240 -0.53
C 1.806 0.245 -0.353 0.375 0.445 0.017 -0.54
C 2.550 1.184 -0.234 -0.241 -0.318 -0.044 0.22
H -2.587 1.524 -0.259 -0.626 -0.176 0.313 0.33
H -0.501 1.312 0.836 -0.167 -0.120 -0.062 0.27
H -0.966 -1.619 0.434 0.062 0.418 -0.375 0.37
H -0.095 -0.769 1.862 0.911 -0.971 -3.968 0.23
H 1.389 -1.822 -0.321 0.014 0.126 -0.068 0.29
H 0.417 -0.895 -1.464 0.119 0.073 0.029 0.26
H 3.224 2.005 -0.140 -0.107 -0.132 -0.014 0.40



| no. | energy (eV) |
| --- | --- |
| 1 | -8835.450 |
| 2 | -8833.301 |
| 3 | -8832.999 |
| 4 | -8832.602 |
| 5 | -8835.893 |
| 6 | -8828.751 |
| 7 | -8832.693 |
| 8 | -8831.455 |
| 9 | -8832.285 |
| 10 | -8833.067 |